C46H38N7O2P2ReSSe2 | ωB97M-V/def2-TZVPD

As for the expectation value of S²: 3.77. The value obtained for the total energy is -8271.46311 Ha. The value obtained for the gap between HOMO and LUMO (spin up / spin down) is 6.89 / 6.01 eV. Its multiplicity is 4. The HOMO energy (spin up / spin down) is -9.855 / -10.022 eV. As for the total charge: +1.

```
99
C46H38N7O2P2ReSSe2 (ωB97M-V/def2-TZVPD)
Re -0.636 2.252 0.854
O 0.557 6.125 0.215
C 0.416 4.935 0.385
N -0.752 4.248 0.609
C -2.036 4.811 0.496
C -2.351 6.154 0.301
C -3.677 6.550 0.272
C -4.694 5.616 0.402
C -4.406 4.273 0.583
C -3.078 3.864 0.655
N -2.635 2.578 1.013
C -3.360 1.799 1.893
O -4.553 1.643 1.927
C -2.433 1.264 2.949
C -2.877 0.494 4.001
C -1.993 0.190 5.027
C -0.710 0.709 4.980
C -0.322 1.446 3.875
N -1.160 1.707 2.871
C 1.608 4.009 0.310
C 2.823 4.484 -0.144
C 3.871 3.596 -0.317
C 3.676 2.261 0.009
C 2.445 1.862 0.485
N 1.417 2.710 0.609
H -1.558 6.876 0.195
H -3.917 7.597 0.151
H -5.727 5.935 0.364
H -5.195 3.544 0.679
H -3.901 0.149 3.997
H -2.306 -0.436 5.851
H -0.014 0.536 5.787
H 0.678 1.846 3.777
H 2.900 5.536 -0.379
H 4.825 3.933 -0.701
H 4.465 1.533 -0.113
H 2.261 0.839 0.789
Se -1.583 -4.412 1.283
P 0.029 -3.726 0.107
C -0.083 -4.269 -1.629
C -1.191 -5.005 -2.039
C -1.258 -5.487 -3.337
C -0.218 -5.242 -4.222
C 0.901 -4.536 -3.804
C 0.975 -4.052 -2.508
C 1.671 -4.305 0.609
C 1.760 -5.593 1.124
C 3.001 -6.130 1.430
C 4.150 -5.383 1.218
C 4.060 -4.091 0.718
C 2.822 -3.550 0.410
C 0.123 -1.924 0.308
C -0.370 -0.718 -0.194
N -0.228 0.185 0.825
N 0.330 -0.426 1.864
N 0.538 -1.669 1.577
P -0.872 -0.074 -1.790
Se -0.681 2.090 -1.784
C -2.545 -0.598 -2.197
C -2.767 -1.960 -2.377
C -4.034 -2.407 -2.702
C -5.072 -1.494 -2.844
C -4.847 -0.138 -2.662
C -3.580 0.320 -2.335
C 0.300 -0.724 -2.998
C 1.649 -0.777 -2.654
C 2.588 -1.111 -3.614
C 2.184 -1.389 -4.914
C 0.841 -1.335 -5.254
C -0.105 -0.991 -4.301
H -1.993 -5.189 -1.334
H -2.116 -6.066 -3.654
H -0.272 -5.617 -5.236
H 1.726 -4.377 -4.486
H 1.855 -3.519 -2.174
H 0.853 -6.162 1.295
H 3.069 -7.132 1.832
H 5.120 -5.807 1.445
H 4.956 -3.504 0.565
H 2.750 -2.538 0.027
H -1.948 -2.655 -2.264
H -4.205 -3.465 -2.849
H -6.063 -1.846 -3.097
H -5.659 0.567 -2.780
H -3.396 1.377 -2.188
H 1.961 -0.549 -1.642
H 3.638 -1.146 -3.352
H 2.922 -1.641 -5.665
H 0.530 -1.548 -6.268
H -1.153 -0.922 -4.569
C 3.369 4.105 4.909
S 2.919 3.095 3.476
C 3.572 1.501 4.045
H 4.452 4.166 4.989
H 2.941 3.672 5.810
H 2.955 5.096 4.740
H 3.192 1.294 5.044
H 4.660 1.532 4.056
H 3.229 0.728 3.358
```